A.
26
Properties=species:S:1:pos:R:3 method="wB97M-V/def2-TZVPD" e_lumo_ev=-6.79 total_charge=+2 spin_multiplicity=1 homo_ha=-0.6457
C -1.191 -1.945 0.208
C -1.581 -0.098 1.844
N -1.961 -0.839 0.826
N -0.520 -0.609 2.672
N -2.061 1.053 2.238
H -2.765 -0.754 0.129
H -0.521 -0.656 3.650
H 0.338 -0.897 2.164
H -2.599 1.643 1.679
H -1.465 1.682 2.922
H -0.183 -1.842 -0.095
H -1.649 -2.253 -0.786
H -0.887 -2.848 0.929
C 0.677 2.296 -1.093
C 1.714 0.023 -1.668
N 1.686 1.251 -0.877
N 1.121 0.012 -2.883
N 1.983 -1.195 -1.074
H 2.726 1.533 -0.725
H 0.857 0.847 -3.456
H 0.950 -0.850 -3.319
H 2.127 -1.158 -0.046
H 2.386 -1.888 -1.685
H 0.657 2.875 -2.131
H 0.916 3.177 -0.329
H -0.341 2.027 -0.963

***

B.
26
Properties=species:S:1:pos:R:3 method="wB97M-V/def2-TZVPD" e_lumo_ev=-5.98 total_charge=+2 spin_multiplicity=1 homo_ha=-0.6170
C 3.017 1.158 -0.125
C 2.157 -0.662 -1.556
N 2.351 0.659 -1.222
N 2.669 -1.656 -0.838
N 1.264 -1.035 -2.490
H 2.034 1.478 -1.786
H 3.775 -1.480 -0.597
H 2.123 -2.575 -0.766
H 0.931 -0.427 -3.296
H 0.922 -2.063 -2.661
H 3.419 2.108 -0.528
H 3.671 0.517 0.508
H 2.243 1.455 0.603
C -3.128 -0.446 -0.363
C -2.071 0.416 1.719
N -2.750 0.672 0.559
N -1.440 -0.777 1.932
N -1.960 1.531 2.471
H -3.111 1.644 0.225
H -1.908 -1.629 1.752
H -0.838 -0.837 2.785
H -2.277 2.376 2.095
H -1.419 1.481 3.462
H -3.640 0.030 -1.153
H -3.830 -1.069 0.178
H -2.207 -0.872 -0.907

***

Computed relative energies in units of eV: A 0.878; B 0.000

***

A.
22
Properties=species:S:1:pos:R:3 method="wB97M-V/def2-TZVPD" e_lumo_ev=-8.79 total_charge=+1 spin_multiplicity=1 homo_ha=-0.4967
C -1.998 0.866 1.365
C -2.050 0.605 -0.130
C -0.709 1.029 -0.757
C 0.256 0.101 -1.112
N 1.449 0.355 -1.702
C 2.644 -0.174 -1.089
H -2.988 0.797 1.836
H -1.318 0.114 1.768
H -1.571 1.852 1.557
H -2.277 -0.436 -0.327
H -2.822 1.232 -0.618
H -0.483 2.083 -0.581
H -0.079 -0.933 -1.157
H 1.518 1.344 -1.999
H 3.522 0.349 -1.472
H 2.571 -0.045 0.003
H 0.496 -1.402 0.810
H -1.047 -2.678 0.881
O -0.587 -1.915 0.490
H 2.751 -1.248 -1.296
H 1.376 -1.053 2.232
O 1.345 -0.843 1.298

***

B.
22
Properties=species:S:1:pos:R:3 method="wB97M-V/def2-TZVPD" e_lumo_ev=-4.22 total_charge=+1 spin_multiplicity=1 homo_ha=-0.5149
C -0.893 -3.372 -0.086
C -1.581 -1.998 -0.284
C -0.905 -0.653 -0.127
C -1.575 0.542 -0.102
N -0.723 1.743 0.115
C -0.192 2.448 -0.835
H -0.857 -3.626 0.953
H -0.021 -3.448 -0.693
H -1.544 -4.007 -0.429
H -2.436 -2.045 0.387
H -1.869 -1.995 -1.349
H 0.200 -0.844 0.204
H -2.535 0.784 -0.550
H -0.415 1.886 1.090
H -0.407 2.266 -1.896
H 0.426 3.291 -0.532
H 2.789 0.588 1.511
H 2.534 0.615 3.054
O 2.910 1.076 2.273
H 2.776 1.715 -1.307
H 2.313 2.952 -0.517
O 2.005 2.084 -0.879

***

C.
22
Properties=species:S:1:pos:R:3 method="wB97M-V/def2-TZVPD" e_lumo_ev=-2.75 total_charge=+1 spin_multiplicity=1 homo_ha=-0.5313
C 0.904 -2.366 1.517
C -0.707 1.526 0.777
C 0.594 1.863 -1.435
C -0.539 -2.207 1.690
C 0.087 0.895 -0.337
N -0.805 -0.063 -1.077
O 1.097 1.016 -2.407
O -1.295 -1.739 0.892
H 1.256 -3.356 1.533
H 1.593 -2.074 2.400
H 1.347 -2.192 0.573
H 0.040 1.967 1.356
H -1.394 2.359 0.277
H -1.374 0.967 1.317
H -0.182 2.469 -1.722
H 1.238 2.568 -1.095
H -0.731 -2.598 2.730
H -1.081 -1.023 -0.583
H -0.384 -0.219 -1.936
H -1.746 0.229 -1.249
H 1.216 1.675 -3.146
H 0.864 0.302 -0.077

***

Computed relative energies in units of eV: A 4.852; B 0.940; C 0.000

***

A.
22
Properties=species:S:1:pos:R:3 method="wB97M-V/def2-TZVPD" e_lumo_ev=-3.08 total_charge=+1 spin_multiplicity=1 homo_ha=-0.5185
C 0.725 -2.444 0.067
C -0.076 -1.174 -0.212
C -0.484 -0.511 1.105
C -1.218 0.841 1.013
C -1.971 1.094 -0.303
O -1.393 1.083 -1.370
N 0.818 -0.214 -0.975
H 1.747 -2.193 0.364
H 0.765 -3.098 -0.793
H 0.229 -3.021 0.831
H -0.927 -1.329 -0.860
H 0.422 -0.358 1.701
H -1.159 -1.211 1.564
H -0.510 1.669 1.037
H -1.903 0.982 1.839
H -3.043 1.288 -0.174
H 1.318 0.431 -0.351
H 0.285 0.405 -1.584
H 1.586 -0.621 -1.506
H 0.903 3.155 -0.625
H 2.375 2.809 -0.288
O 1.513 2.417 -0.479

***

B.
22
Properties=species:S:1:pos:R:3 method="wB97M-V/def2-TZVPD" e_lumo_ev=-3.23 total_charge=+1 smiles=C[C@H](O)[C@](C)([NH3+])CO spin_multiplicity=1 homo_ha=-0.5384
C -0.858 1.849 0.387
C 0.291 -1.537 -1.042
C 1.584 0.067 0.403
C -0.854 0.710 -0.576
C 0.174 -0.466 -0.052
N -0.520 -0.903 1.212
O 2.271 0.899 -0.448
O -2.138 0.203 -0.733
H -1.132 1.484 1.391
H -1.611 2.688 0.118
H 0.080 2.418 0.542
H -0.726 -1.794 -1.469
H 0.812 -1.330 -2.016
H 0.683 -2.514 -0.790
H 1.452 0.531 1.318
H 2.160 -0.827 0.732
H -0.529 1.052 -1.462
H -0.367 -1.851 1.455
H -1.536 -0.875 0.959
H -0.380 -0.171 1.887
H 3.244 0.822 -0.355
H -2.099 -0.454 -1.462

***

Computed relative energies in units of eV: A 0.000; B 1.475

***

A.
15
Properties=species:S:1:pos:R:3 method="wB97M-V/def2-TZVPD" e_lumo_ev=-3.21 total_charge=+1 spin_multiplicity=1 homo_ha=-0.4691
C 0.367 1.244 0.060
C 0.566 -1.252 0.078
C -1.452 -0.103 0.388
N -0.804 -1.203 -0.135
N 1.170 0.168 -0.432
O -2.485 0.313 -0.346
H 0.069 1.980 -0.662
H 0.643 1.605 1.035
H 0.813 -1.267 1.141
H 1.062 -2.063 -0.451
H -1.475 -0.003 1.468
H -1.134 -1.422 -1.073
H 1.150 0.153 -1.454
H 2.144 0.191 -0.114
H -3.097 0.890 0.128

***

B.
15
Properties=species:S:1:pos:R:3 method="wB97M-V/def2-TZVPD" e_lumo_ev=-3.40 total_charge=+1 spin_multiplicity=1 homo_ha=-0.5371
C 0.867 0.439 1.116
C 1.142 -0.836 0.747
C -2.814 0.786 0.917
N -3.144 0.849 2.029
N -0.330 -0.386 -1.783
O -2.165 0.617 -0.031
H 0.367 0.734 2.001
H 1.286 1.297 0.647
H 0.842 -1.551 1.431
H -3.874 1.242 2.479
H 1.984 -0.875 0.139
H 0.209 0.110 -2.432
H 0.118 -0.171 -0.770
H -0.677 -1.312 -2.121
H -1.190 0.289 -1.764

***

Computed relative energies in units of eV: A 0.188; B 0.000

***

A.
6
Properties=species:S:1:pos:R:3 method="wB97M-V/def2-TZVPD" e_lumo_ev=-0.02 spin_multiplicity=1 homo_ha=-0.3461
C 0.367 -0.207 0.005
S -1.255 0.203 1.017
I 1.464 1.430 -0.830
H 1.247 -0.981 0.795
H 0.152 -0.838 -0.894
H -1.975 0.393 -0.093

***

B.
6
Properties=species:S:1:pos:R:3 method="wB97M-V/def2-TZVPD" e_lumo_ev=-1.51 spin_multiplicity=1 homo_ha=-0.2989
C -0.125 -0.280 -0.727
S -0.474 3.466 -2.885
I 0.674 1.833 -1.679
H -1.124 -0.065 -0.539
H 0.652 -0.339 -0.016
H 0.125 -0.879 -1.482

***

Computed relative energies in units of eV: A 0.000; B 1.242

***

A.
10
Properties=species:S:1:pos:R:3 method="wB97M-V/def2-TZVPD" e_lumo_ev=-0.67 smiles=NNN(Cl)N(Cl)Cl spin_multiplicity=1 homo_ha=-0.3383
N 1.051 -1.208 -0.801
N -0.035 -0.709 -0.259
N 0.172 0.832 0.213
N -0.963 1.477 0.362
Cl 1.154 1.044 1.621
Cl -2.234 0.626 1.605
Cl -1.778 1.543 -1.140
H 1.130 -0.925 -1.895
H 1.908 -1.454 -0.261
H -0.404 -1.226 0.554

***

B.
10
Properties=species:S:1:pos:R:3 method="wB97M-V/def2-TZVPD" e_lumo_ev=-1.11 smiles=NNN(Cl)N(Cl)Cl spin_multiplicity=1 homo_ha=-0.3637
N 1.823 -0.227 0.034
N 0.469 -0.505 0.262
N -0.302 0.173 -0.596
N -1.639 -0.003 -0.395
Cl -0.157 2.139 -0.686
Cl -2.115 0.368 1.347
Cl -2.042 -1.723 -0.602
H 1.906 0.696 0.356
H 1.983 -0.562 -0.968
H 0.074 -0.356 1.248

***

Computed relative energies in units of eV: A 0.155; B 0.000